[1]
C17H25NO4 | ωB97M-V/def2-TZVPD

## Properties
- HOMO (eV) = -9.15
- maximum force (eV/Å) = 3.66
- frontier orbital gap (Ha) = 0.359
- DFT total energy (Eh) = -1018.3891
- energy above the lowest of the compared OMol25 structures with the same formula, charge and spin (kJ/mol) = 430.86

Last column: natural (NBO) charge in e.
Atoms and positions in Å:
1 C 6.14 -1.70 1.79  -0.61
2 C 5.08 -2.78 1.97  -0.40
3 C 4.45 -3.19 0.61  -0.42
4 C 3.42 -2.26 0.05  -0.07
5 O 2.38 -2.11 1.00  -0.33
6 N 1.49 -1.11 0.60  0.06
7 O 1.74 0.21 1.09  -0.36
8 C 1.14 0.44 2.32  0.79
9 C 1.59 1.74 2.98  -0.72
10 O 0.29 -0.27 2.85  -0.55
11 C 0.30 -1.54 -0.01  0.63
12 O 0.10 -2.71 -0.21  -0.56
13 C -0.79 -0.61 -0.42  -0.14
14 C -2.13 -1.04 -0.29  -0.18
15 C -3.15 -0.21 -0.76  -0.16
16 C -2.93 1.03 -1.35  -0.03
17 C -4.14 1.89 -1.79  -0.07
18 C -5.02 1.11 -2.82  -0.60
19 C -3.73 3.20 -2.49  -0.61
20 C -5.00 2.27 -0.56  -0.60
21 C -1.59 1.43 -1.47  -0.18
22 C -0.53 0.63 -1.02  -0.20
23 H 5.68 -0.71 1.53  0.20
24 H 6.68 -1.55 2.73  0.21
25 H 6.86 -2.01 1.00  0.20
26 H 4.36 -2.40 2.69  0.21
27 H 5.51 -3.71 2.40  0.20
28 H 5.25 -3.36 -0.09  0.21
29 H 3.92 -4.17 0.75  0.21
30 H 3.00 -2.65 -0.90  0.19
31 H 3.89 -1.30 -0.17  0.17
32 H 2.69 1.77 3.01  0.24
33 H 1.31 2.62 2.38  0.24
34 H 1.22 1.86 3.97  0.25
35 H -2.35 -1.98 0.20  0.24
36 H -4.19 -0.52 -0.66  0.20
37 H -5.59 0.30 -2.36  0.21
38 H -5.78 1.79 -3.28  0.21
39 H -4.37 0.66 -3.56  0.22
40 H -3.01 2.98 -3.27  0.21
41 H -4.59 3.70 -2.90  0.21
42 H -3.27 3.91 -1.81  0.21
43 H -5.39 1.33 -0.05  0.21
44 H -4.35 2.77 0.18  0.21
45 H -5.82 2.92 -0.83  0.21
46 H -1.27 2.40 -1.89  0.21
47 H 0.52 0.93 -1.14  0.22

[2]
C17H26AuCl3GeN4O3 | ωB97M-V/def2-TZVPD

## Properties
- 2S+1 = 4
- HOMO (alpha / beta) (eV) = -17.26 / -18.45
- expectation value of S² = 3.76
- charge = +3
- maximum force (eV/Å) = 0.22
- frontier orbital gap (alpha / beta) (Ha) = 0.340 / 0.209
- DFT total energy (Eh) = -4700.3288
- energy above the lowest of the compared OMol25 structures with the same formula, charge and spin (kJ/mol) = 0.00

Last column: Löwdin spin population.
Atoms and positions in Å:
1 Au 0.97 0.22 -0.41  0.58
2 C 5.47 0.38 -0.69  0.01
3 C 4.11 0.68 -0.13  0.01
4 O 3.13 -0.02 -0.52  0.17
5 N 4.00 1.67 0.74  0.00
6 C 2.77 2.07 1.41  0.00
7 C 1.88 2.92 0.54  0.01
8 C 1.96 4.30 0.56  0.00
9 C 1.17 5.05 -0.30  0.00
10 C 0.32 4.40 -1.17  0.00
11 C 0.27 3.02 -1.15  0.01
12 N 1.03 2.30 -0.31  0.07
13 H 5.49 -0.63 -1.09  0.00
14 H 6.24 0.49 0.07  0.00
15 H 5.68 1.08 -1.50  0.00
16 H 4.85 2.16 0.99  0.00
17 H 3.04 2.63 2.30  0.00
18 H 2.24 1.17 1.75  0.00
19 H 2.64 4.78 1.25  0.00
20 H 1.24 6.13 -0.29  0.00
21 H -0.30 4.94 -1.87  0.00
22 H -0.38 2.47 -1.81  0.00
23 N -1.50 0.13 -0.36  0.17
24 C -2.58 0.16 0.04  0.02
25 N -3.82 0.24 0.54  0.21
26 C -4.11 -0.24 1.86  0.09
27 C -4.96 -1.60 1.68  0.09
28 O -6.04 -1.27 0.90  0.27
29 C -5.74 -0.93 -0.41  0.08
30 C -4.95 0.46 -0.32  0.09
31 H -4.76 0.46 2.38  0.01
32 H -3.21 -0.45 2.42  0.00
33 H -5.31 -1.91 2.66  0.01
34 H -4.31 -2.35 1.22  0.01
35 H -6.67 -0.76 -0.96  0.01
36 H -5.10 -1.67 -0.90  0.01
37 H -5.63 1.19 0.13  0.01
38 H -4.64 0.77 -1.32  0.00
39 C 2.60 -3.06 -1.61  0.00
40 C 1.48 -2.90 -2.67  0.00
41 C 0.28 -2.39 -1.88  0.01
42 O 0.81 -1.87 -0.61  0.05
43 C 1.93 -2.76 -0.29  0.00
44 H 3.40 -2.34 -1.80  0.00
45 H 3.04 -4.06 -1.62  0.00
46 H 1.24 -3.84 -3.15  0.00
47 H 1.78 -2.20 -3.45  0.00
48 H -0.41 -3.19 -1.61  0.00
49 H -0.28 -1.58 -2.36  0.00
50 H 1.48 -3.65 0.15  0.00
51 H 2.55 -2.26 0.45  0.00
52 Cl -0.02 -0.40 2.85  0.16
53 Ge -0.61 -2.46 3.32  0.52
54 Cl -1.60 -3.16 1.51  0.15
55 Cl -2.10 -2.33 4.82  0.16

[3]
C17H26Cl3Ge2N3SSiV | ωB97M-V/def2-TZVPD

## Properties
- 2S+1 = 2
- HOMO (alpha / beta) (eV) = -13.91 / -13.91
- expectation value of S² = 1.00
- charge = +2
- maximum force (eV/Å) = 1.93
- frontier orbital gap (alpha / beta) (Ha) = 0.246 / 0.249
- DFT total energy (Eh) = -7993.3031
- energy above the lowest of the compared OMol25 structures with the same formula, charge and spin (kJ/mol) = 47.32

Last column: natural (NBO) charge in e.
Atoms and positions in Å:
1 V -0.61 -0.74 0.00  0.58
2 N -0.58 -2.85 -0.66  -0.61
3 N 0.69 -3.41 -0.86  -0.42
4 C 1.79 -2.69 -0.62  0.35
5 N 2.97 -3.23 -0.82  -0.72
6 S 1.66 -1.08 -0.06  0.00
7 H -1.09 -3.40 0.03  0.42
8 H -1.10 -2.87 -1.53  0.41
9 H 0.74 -4.35 -1.22  0.42
10 H 3.10 -4.16 -1.20  0.43
11 H 3.80 -2.69 -0.64  0.45
12 C -0.85 2.52 5.60  -0.18
13 C -1.72 2.32 4.53  -0.21
14 C -1.26 2.39 3.23  -0.21
15 C 0.09 2.67 2.97  -0.56
16 C 0.95 2.87 4.05  -0.13
17 C 0.49 2.79 5.35  -0.22
18 Si 0.73 2.95 1.25  1.45
19 C 0.20 4.51 0.39  -0.56
20 C 1.10 5.22 -0.39  -0.17
21 C 0.70 6.36 -1.07  -0.20
22 C -0.61 6.79 -0.98  -0.16
23 C -1.52 6.09 -0.19  -0.22
24 C -1.12 4.96 0.49  -0.13
25 H -1.22 2.47 6.61  0.24
26 H -2.77 2.12 4.72  0.23
27 H -1.95 2.23 2.41  0.20
28 H 2.00 3.09 3.87  0.22
29 H 1.17 2.95 6.18  0.24
30 H 2.12 2.54 1.05  -0.15
31 H 2.13 4.89 -0.47  0.22
32 H 1.42 6.91 -1.67  0.24
33 H -0.93 7.68 -1.51  0.23
34 H -2.54 6.44 -0.11  0.23
35 H -1.83 4.44 1.13  0.20
36 Cl -3.93 1.97 -0.09  -0.42
37 Ge -3.88 -0.12 0.10  1.12
38 Cl -0.31 1.51 0.00  -0.26
39 Cl -2.28 -0.54 -1.54  -0.32
40 C 0.40 -3.44 2.64  -1.08
41 Ge 0.04 -1.55 3.11  1.59
42 C 1.71 -0.55 3.40  -1.07
43 C -1.03 -1.48 4.75  -1.07
44 C -1.22 -0.87 1.67  -0.82
45 H 0.57 -3.97 3.57  0.27
46 H 1.30 -3.53 2.03  0.22
47 H -0.44 -3.91 2.14  0.21
48 H 2.44 -1.26 3.78  0.25
49 H 1.53 0.21 4.16  0.25
50 H 2.12 -0.07 2.51  0.23
51 H -0.44 -1.93 5.55  0.26
52 H -1.96 -2.03 4.65  0.24
53 H -1.25 -0.45 5.03  0.25
54 H -2.15 -0.60 2.20  0.23

[4]
C17H26CrN3 | ωB97M-V/def2-TZVPD

## Properties
- 2S+1 = 4
- HOMO (alpha / beta) (eV) = -15.72 / -15.79
- expectation value of S² = 3.87
- charge = +2
- maximum force (eV/Å) = 2.37
- frontier orbital gap (alpha / beta) (Ha) = 0.269 / 0.314
- DFT total energy (Eh) = -1871.5370
- energy above the lowest of the compared OMol25 structures with the same formula, charge and spin (kJ/mol) = 50.43

Last column: natural (NBO) charge in e.
Atoms and positions in Å:
1 Cr -0.90 -0.87 -0.94  1.23
2 C -3.40 2.63 -0.08  -0.64
3 C -2.20 2.22 -0.91  0.04
4 C -1.07 3.03 -1.00  -0.15
5 C 0.01 2.77 -1.84  -0.19
6 C -0.02 1.69 -2.72  -0.18
7 C -1.15 0.86 -2.65  -0.28
8 C -2.22 1.11 -1.73  -0.34
9 H -4.18 2.84 -0.82  0.25
10 H -3.17 3.60 0.39  0.24
11 H -3.70 1.84 0.55  0.23
12 H -1.05 3.91 -0.37  0.23
13 H 0.83 3.49 -1.87  0.26
14 H 0.78 1.47 -3.44  0.26
15 H -1.23 0.04 -3.36  0.24
16 H -3.13 0.56 -1.80  0.25
17 C -0.19 -2.82 -1.40  -0.25
18 C -0.77 -2.91 -0.15  -0.25
19 C -2.17 -2.62 -0.36  -0.20
20 C -2.39 -2.32 -1.74  -0.26
21 C -1.14 -2.45 -2.39  -0.23
22 H 0.83 -2.88 -1.64  0.26
23 H -0.34 -3.12 0.84  0.29
24 H -2.91 -2.48 0.37  0.26
25 H -3.31 -1.97 -2.19  0.28
26 H -0.87 -2.22 -3.36  0.26
27 C 2.61 -1.76 -0.18  -0.41
28 N 1.89 -1.36 1.03  -0.44
29 C 2.33 -2.11 2.22  -0.42
30 C 1.25 -0.14 1.06  0.70
31 N 0.44 0.17 0.06  -0.91
32 N 1.43 0.66 2.12  -0.38
33 C 2.69 0.65 2.88  -0.42
34 C 0.50 1.74 2.44  -0.43
35 H 3.68 -1.58 -0.06  0.22
36 H 2.33 -1.12 -0.98  0.21
37 H 2.45 -2.83 -0.49  0.21
38 H 2.07 -3.17 2.16  0.23
39 H 1.87 -1.70 3.10  0.22
40 H 3.47 -2.06 2.31  0.22
41 H 0.16 1.15 0.06  0.40
42 H 3.49 0.10 2.30  0.23
43 H 2.61 0.24 3.87  0.23
44 H 3.07 1.68 2.94  0.24
45 H 0.73 2.68 1.98  0.22
46 H 0.51 1.92 3.54  0.25
47 H -0.50 1.41 2.23  0.21

[5]
C17H26FeN2O | ωB97M-V/def2-TZVPD

## Properties
- 2S+1 = 5
- HOMO (alpha / beta) (eV) = -6.21 / -7.12
- expectation value of S² = 6.05
- maximum force (eV/Å) = 5.23
- frontier orbital gap (alpha / beta) (Ha) = 0.210 / 0.241
- DFT total energy (Eh) = -2111.6486

Last column: natural (NBO) charge in e.
Atoms and positions in Å:
1 C -2.83 -0.56 -0.28  -0.78
2 C -2.79 0.87 -1.54  -0.70
3 H -2.27 -1.50 -0.49  0.21
4 H -3.86 -0.76 -0.65  0.22
5 H -2.99 -0.24 0.75  0.25
6 H -1.88 1.21 -2.09  0.20
7 H -3.36 0.29 -2.30  0.21
8 H -3.40 1.65 -1.05  0.25
9 C -0.05 -2.63 -0.27  0.10
10 C 0.88 -3.67 -0.33  -0.25
11 C 2.02 -3.49 -1.11  -0.16
12 C 2.21 -2.28 -1.76  -0.22
13 H -0.93 -2.69 0.38  0.23
14 H 0.69 -4.58 0.23  0.23
15 H 2.77 -4.27 -1.20  0.22
16 H 3.11 -2.07 -2.34  0.21
17 N 0.09 -1.50 -0.97  -0.49
18 C 1.23 -1.27 -1.66  0.18
19 C 1.45 0.10 -2.17  0.18
20 N 0.54 1.05 -1.83  -0.51
21 C 0.75 2.34 -2.15  0.08
22 C 2.82 1.79 -3.24  -0.15
23 C 1.88 2.75 -2.87  -0.24
24 H 0.01 3.04 -1.78  0.23
25 H 1.99 3.81 -3.09  0.23
26 C 2.60 0.46 -2.89  -0.22
27 H 3.32 -0.32 -3.14  0.22
28 H 3.71 2.07 -3.79  0.23
29 Fe -1.26 0.41 -0.54  1.41
30 C -1.26 2.31 0.14  -1.14
31 H -1.58 3.11 -0.56  0.17
32 H -0.22 2.47 0.47  0.20
33 H -1.94 2.28 1.02  0.21
34 C -1.27 0.74 3.44  -0.63
35 C -0.22 -0.04 2.65  0.26
36 C 1.13 0.67 2.76  -0.62
37 C -0.11 -1.43 3.28  -0.61
38 O -0.56 -0.16 1.32  -0.96
39 H -0.93 0.82 4.48  0.19
40 H -2.23 0.22 3.41  0.19
41 H -1.39 1.75 3.03  0.21
42 H 1.42 0.75 3.82  0.19
43 H 1.90 0.10 2.22  0.20
44 H 1.06 1.68 2.34  0.21
45 H -1.08 -1.94 3.26  0.20
46 H 0.62 -2.04 2.74  0.19
47 H 0.21 -1.32 4.32  0.19

[6]
C17H26GeMoN4O4Se | ωB97M-V/def2-TZVPD

## Properties
- HOMO (alpha / beta) (eV) = 0.29 / 0.32
- charge = -2
- maximum force (eV/Å) = 0.90
- frontier orbital gap (alpha / beta) (Ha) = 0.153 / 0.151
- DFT total energy (Eh) = -5729.8778
- energy above the lowest of the compared OMol25 structures with the same formula, charge and spin (kJ/mol) = 14.54

Last column: natural (NBO) charge in e.
Atoms and positions in Å:
1 Mo -0.69 -0.50 -0.47  0.78
2 N -0.27 -0.56 1.74  -0.77
3 C -1.38 -0.62 2.69  -0.22
4 C -2.60 0.24 2.32  -0.42
5 C -3.48 -0.33 1.21  -0.23
6 N -2.94 -0.15 -0.15  -0.76
7 H 0.28 -1.40 1.81  0.40
8 H 0.35 0.22 1.86  0.41
9 H -1.04 -0.35 3.70  0.15
10 H -1.71 -1.67 2.71  0.23
11 H -2.29 1.26 2.09  0.21
12 H -3.22 0.30 3.22  0.18
13 H -4.48 0.12 1.29  0.15
14 H -3.57 -1.40 1.35  0.24
15 H -3.09 0.80 -0.48  0.38
16 H -3.37 -0.82 -0.77  0.40
17 O 3.52 -1.19 -1.15  -0.71
18 C 2.54 -0.57 -0.71  0.75
19 O 1.33 -0.89 -0.80  -0.66
20 C 2.89 0.74 -0.02  0.17
21 C 3.96 1.49 -0.59  -0.21
22 C 4.32 2.68 -0.05  -0.17
23 C 3.63 3.15 1.09  -0.13
24 C 3.91 4.38 1.73  -0.18
25 C 3.21 4.77 2.83  -0.24
26 C 2.20 3.94 3.36  -0.23
27 C 1.91 2.75 2.76  -0.19
28 C 2.61 2.32 1.61  0.23
29 N 2.26 1.13 1.04  -0.44
30 H 4.46 1.08 -1.46  0.24
31 H 5.11 3.28 -0.49  0.20
32 H 4.69 5.02 1.31  0.19
33 H 3.43 5.72 3.30  0.20
34 H 1.64 4.25 4.23  0.20
35 H 1.12 2.11 3.14  0.22
36 O -0.21 0.32 -4.35  -0.49
37 N -0.61 -0.64 -3.71  0.32
38 O -0.98 -0.36 -2.51  -0.53
39 Se -1.49 -2.82 0.07  -0.97
40 C -0.37 4.51 -0.54  -1.09
41 Ge -0.37 2.74 -1.44  1.62
42 C -1.88 2.82 -2.71  -1.09
43 C 1.33 2.61 -2.43  -1.09
44 C -0.61 1.40 -0.08  -1.13
45 H -0.45 5.33 -1.27  0.20
46 H 0.55 4.65 0.03  0.21
47 H -1.22 4.58 0.15  0.21
48 H -1.61 3.37 -3.62  0.21
49 H -2.72 3.33 -2.24  0.19
50 H -2.16 1.81 -2.99  0.25
51 H 1.29 3.15 -3.38  0.21
52 H 1.54 1.57 -2.64  0.25
53 H 2.14 3.03 -1.82  0.20
54 H -0.75 1.87 0.89  0.17

[7]
C17H26GeMoN4O4Se | ωB97M-V/def2-TZVPD

## Properties
- 2S+1 = 3
- HOMO (alpha / beta) (eV) = 0.59 / -0.44
- expectation value of S² = 2.35
- charge = -2
- maximum force (eV/Å) = 0.48
- frontier orbital gap (alpha / beta) (Ha) = 0.162 / 0.200
- DFT total energy (Eh) = -5729.8920
- energy above the lowest of the compared OMol25 structures with the same formula, charge and spin (kJ/mol) = 99.70

Last column: natural (NBO) charge in e.
Atoms and positions in Å:
1 Mo 0.58 0.53 0.03  0.91
2 N -2.70 0.01 -0.53  -0.85
3 C -3.04 -0.32 -1.89  -0.21
4 C -2.29 -1.56 -2.36  -0.40
5 C -0.83 -1.35 -2.71  -0.21
6 N 0.09 -1.23 -1.57  -0.78
7 H -3.16 -0.55 0.17  0.36
8 H -2.78 0.99 -0.30  0.39
9 H -2.72 0.53 -2.52  0.21
10 H -4.12 -0.46 -2.06  0.13
11 H -2.79 -1.94 -3.26  0.18
12 H -2.39 -2.35 -1.60  0.19
13 H -0.73 -0.42 -3.29  0.22
14 H -0.51 -2.18 -3.36  0.15
15 H 1.03 -1.23 -1.95  0.38
16 H 0.04 -2.02 -0.94  0.40
17 O -0.20 -2.99 2.23  -0.72
18 C -0.12 -1.83 1.80  0.75
19 O 0.76 -1.44 0.94  -0.76
20 C -1.01 -0.75 2.28  -0.01
21 C -1.94 -0.98 3.28  -0.21
22 C -2.75 0.04 3.73  -0.31
23 C -2.60 1.34 3.14  -0.10
24 C -3.39 2.43 3.53  -0.24
25 C -3.26 3.67 2.93  -0.27
26 C -2.32 3.84 1.92  -0.23
27 C -1.53 2.78 1.51  -0.27
28 C -1.63 1.52 2.11  0.26
29 N -0.84 0.47 1.68  -0.54
30 H -1.99 -1.99 3.68  0.22
31 H -3.49 -0.11 4.51  0.18
32 H -4.13 2.27 4.31  0.18
33 H -3.89 4.50 3.25  0.18
34 H -2.21 4.80 1.43  0.19
35 H -0.80 2.92 0.72  0.26
36 O 3.33 1.57 0.37  -0.46
37 N 2.58 2.32 1.27  0.13
38 O 1.33 1.91 1.31  -0.52
39 Se 0.13 1.92 -1.85  -0.70
40 C 3.44 0.40 -3.16  -1.11
41 Ge 3.74 -0.44 -1.41  1.61
42 C 3.36 -2.38 -1.53  -1.11
43 C 5.66 -0.26 -1.00  -1.08
44 C 2.69 0.31 0.05  -0.61
45 H 4.38 0.76 -3.58  0.21
46 H 2.74 1.23 -3.03  0.28
47 H 2.99 -0.31 -3.86  0.21
48 H 4.29 -2.95 -1.60  0.21
49 H 2.75 -2.63 -2.41  0.21
50 H 2.81 -2.70 -0.64  0.25
51 H 6.28 -0.68 -1.80  0.20
52 H 5.89 -0.79 -0.07  0.22
53 H 5.90 0.79 -0.86  0.23
54 H 2.85 -0.38 0.90  0.20

[8]
C17H26INO5SSi | ωB97M-V/def2-TZVPD

## Properties
- HOMO (eV) = -8.96
- maximum force (eV/Å) = 10.31
- frontier orbital gap (Ha) = 0.291
- DFT total energy (Eh) = -2079.1339

Last column: natural (NBO) charge in e.
Atoms and positions in Å:
1 C -1.93 0.23 2.93  -0.15
2 C -1.89 0.10 1.51  -0.57
3 Si -2.03 -0.16 -0.43  1.71
4 O -0.39 -0.28 -1.04  -0.88
5 C -0.28 0.21 -2.43  0.75
6 O -0.98 -0.34 -3.44  -0.54
7 C 0.81 1.47 -2.65  -0.17
8 C 2.22 1.32 -1.76  -0.18
9 C 3.35 2.51 -1.85  -0.24
10 C 3.01 3.80 -2.83  -0.20
11 C 1.64 3.94 -3.75  -0.24
12 C 0.51 2.74 -3.66  -0.20
13 C -2.87 -1.88 -0.78  -0.82
14 I -1.39 -3.43 -0.19  0.14
15 C -4.28 -2.09 0.07  -0.44
16 C -4.79 -3.63 -0.27  -0.64
17 S -3.16 1.53 -1.17  1.51
18 C -2.15 3.05 -1.56  -0.86
19 O -4.09 1.19 -2.38  -0.88
20 O -4.14 1.94 -0.01  -0.89
21 H -2.10 0.34 4.10  0.29
22 H 2.38 0.35 -1.09  0.26
23 H 4.31 2.39 -1.19  0.26
24 H 3.80 4.66 -2.86  0.24
25 H 1.43 4.87 -4.45  0.25
26 H -0.51 2.73 -4.27  0.26
27 H -3.05 -1.95 -1.94  0.28
28 H -4.03 -1.95 1.21  0.23
29 H -5.04 -1.27 -0.28  0.24
30 H -4.31 -4.35 0.55  0.23
31 H -4.37 -3.92 -1.33  0.22
32 H -5.96 -3.63 -0.21  0.23
33 H -2.12 3.19 -2.75  0.26
34 H -2.65 4.06 -1.16  0.29
35 H -1.05 2.95 -1.19  0.27
36 C 2.25 -2.32 3.62  -0.61
37 C 2.23 -2.17 2.10  -0.08
38 C 3.43 -1.37 1.55  -0.07
39 O 3.33 0.04 1.73  -0.56
40 C 3.71 0.50 3.01  -0.25
41 N 0.95 -1.58 1.69  -0.83
42 H 1.95 -1.40 4.14  0.20
43 H 1.54 -3.10 3.94  0.22
44 H 3.24 -2.61 3.98  0.20
45 H 2.29 -3.19 1.68  0.19
46 H 3.47 -1.53 0.47  0.18
47 H 4.39 -1.74 1.95  0.17
48 H 4.54 -0.08 3.43  0.17
49 H 2.86 0.49 3.69  0.17
50 H 4.04 1.54 2.92  0.19
51 H 0.91 -1.57 0.67  0.36
52 H 0.98 -0.59 1.94  0.36